Entry 1:
Molecular formula: ClH32O20
Method: DFT, wB97M-V/def2-TZVPD

Output
- Lowest unoccupied orbital energy: 1.5866 eV
- E_HOMO: -6.414 eV
- HOMO-LUMO gap: 8.001 eV

Structure (ORCA input):
```
! wB97M-V def2-TZVPD RIJCOSX def2/J DEFGRID3
* xyz -1 1
Cl 0.046 0.320 0.133
O -1.213 0.526 -0.712
O 0.235 1.460 1.073
O -0.013 -0.969 0.894
O 1.252 0.372 -0.736
O -0.107 2.767 -2.655
H -0.904 2.961 -3.207
H -0.088 1.802 -2.670
O -1.198 3.050 2.932
H -0.503 3.616 2.844
H -1.111 2.444 2.168
O 2.862 0.723 -3.035
H 1.938 0.678 -2.860
H 3.047 -0.072 -3.519
O -2.020 3.148 -0.497
H -2.299 2.713 0.319
H -1.485 2.495 -1.000
O -3.379 -1.392 -1.311
H -2.912 -0.748 -1.902
H -2.852 -1.604 -0.517
O 2.653 2.037 2.161
H 2.761 2.806 2.765
H 1.714 1.953 1.882
O 2.708 -2.037 -0.741
H 2.528 -2.951 -0.849
H 1.943 -1.615 -1.150
O 3.767 1.308 -0.411
H 4.260 2.071 -0.654
H 3.432 1.081 -1.285
O 3.232 -0.812 1.656
H 3.148 -1.466 2.419
H 2.693 -1.209 0.982
O -1.781 -0.877 3.101
H -2.595 -0.482 3.296
H -1.792 -1.126 2.177
O 0.075 0.217 -3.699
H 0.240 -0.479 -3.082
H -0.861 0.213 -3.867
O 1.144 -3.241 1.606
H 0.526 -3.976 1.620
H 0.639 -2.479 1.284
O 0.666 0.513 4.023
H 0.328 1.394 3.913
H 0.412 0.165 3.176
O 0.106 -2.097 -1.988
H -0.409 -1.909 -1.213
H 0.349 -3.049 -1.898
O -1.857 -2.861 0.559
H -1.988 -3.489 -0.173
H -2.702 -2.992 0.957
O -4.923 0.712 -0.479
H -5.556 0.207 -1.048
H -4.158 0.184 -0.784
*
```

Entry 2:
Molecular formula: C6H5BeN2O5S
Method: DFT, wB97M-V/def2-TZVPD

Output
- Lowest unoccupied orbital energy (alpha / beta): -5.1413 / -5.5659 eV
- E_HOMO (alpha / beta): -11.586 / -10.222 eV
- HOMO-LUMO gap (alpha / beta): 6.444 / 4.656 eV

Structure (ORCA input):
```
! wB97M-V def2-TZVPD RIJCOSX def2/J DEFGRID3
* xyz 1 1
O -4.914 -0.039 -0.164
C -3.828 -0.292 0.121
Be 0.001 -3.450 -0.915
O -1.002 0.106 0.606
C -0.394 0.183 -0.449
C -0.155 -0.139 -2.970
O 0.360 -0.830 -3.757
C -1.044 -0.125 -1.759
O -2.227 -0.512 -1.803
C 0.016 -2.564 0.618
O 0.142 -2.296 1.749
H -0.028 -4.730 -0.760
N 2.578 1.346 1.694
C 1.578 1.626 0.859
N 0.790 2.674 1.068
S 1.378 0.591 -0.586
H 2.734 1.870 2.553
H 3.138 0.520 1.514
H 0.008 2.859 0.446
H 0.869 3.202 1.936
*
```

Entry 3:
Molecular formula: C6H14N2
Method: DFT, wB97M-V/def2-TZVPD

Output
- Lowest unoccupied orbital energy: 0.2860 eV
- E_HOMO: -8.698 eV
- HOMO-LUMO gap: 8.984 eV

Structure (ORCA input):
```
! wB97M-V def2-TZVPD RIJCOSX def2/J DEFGRID3
* xyz 0 1
C 2.768 0.376 -0.266
C 1.346 -0.204 -0.186
C 0.305 0.913 -0.334
C -0.998 0.226 -0.432
C -1.044 -0.908 0.598
N -2.010 -1.784 0.304
C -2.239 1.096 -0.326
N 1.030 -0.897 1.028
H 2.913 0.953 0.655
H 2.903 0.996 -1.158
H 3.506 -0.432 -0.222
H 1.200 -0.846 -1.069
H 0.515 1.578 -1.181
H 0.299 1.515 0.578
H 0.019 -1.503 0.504
H -2.204 -2.405 1.074
H -1.103 -0.537 1.626
H -2.273 1.857 -1.092
H -2.260 1.619 0.637
H -3.136 0.460 -0.342
H 1.510 -1.817 1.011
H -1.049 -0.253 -1.408
*
```

Number 1: calculated total energy -1983.95260 Eh, molar mass 387.7 g/mol. Number 2: calculated total energy -1129.84997 Eh, molar mass 226.2 g/mol. Number 3: calculated total energy -346.37544 Eh, molar mass 114.2 g/mol.